# 1
81
Properties=species:S:1:pos:R:3:lowdin_charge:R:1 method="wB97M-V/def2-TZVPD" homo_lumo_gap_ev="4.97 / 4.97" spin_multiplicity=1 total_charge=+2
Al -0.986 0.287 -2.189 0.068
C -0.233 1.051 4.857 -0.044
C -1.430 1.760 4.195 -0.515
C -2.778 1.187 4.833 0.003
C -1.378 3.341 4.443 -0.006
C -1.562 1.503 2.752 -0.121
C -0.862 0.654 1.936 0.058
C -0.866 0.835 0.557 -0.093
N -0.149 0.259 -0.439 0.144
C 0.939 -0.570 -0.423 -0.116
C 1.803 -0.735 0.669 0.062
C 2.901 -1.571 0.558 -0.123
C 3.035 -2.337 -0.664 0.103
C 2.140 -2.227 -1.736 -0.038
C 1.125 -1.259 -1.697 -0.180
O 0.335 -0.861 -2.684 -0.041
C 2.274 -3.172 -3.024 -0.486
C 3.554 -3.975 -2.994 -0.052
C 1.080 -4.171 -2.917 -0.018
C 2.151 -2.396 -4.342 -0.030
C 4.019 -1.595 1.606 -0.555
C 4.387 -3.065 1.880 -0.035
C 5.244 -0.875 0.941 -0.017
C 3.579 -0.927 2.868 -0.064
C -1.924 1.680 -0.128 -0.141
O -1.976 1.623 -1.476 -0.025
C -2.751 2.499 0.587 -0.093
C -2.515 2.374 1.991 0.171
C -3.534 3.587 -0.054 -0.508
C -2.596 4.508 -0.909 -0.013
C -4.284 4.465 0.937 -0.083
C -4.687 2.926 -0.976 0.000
H -0.089 1.344 5.912 0.102
H -0.363 -0.032 4.783 0.091
H 0.741 1.336 4.512 0.077
H -2.627 1.314 5.883 0.082
H -3.643 1.717 4.519 0.074
H -2.823 0.103 4.596 0.105
H -1.209 3.351 5.559 0.109
H -0.479 3.846 3.970 0.118
H -2.283 3.815 4.191 0.046
H -0.237 -0.087 2.343 0.105
H 1.725 -0.208 1.573 0.083
H 3.809 -3.143 -0.723 0.127
H 3.525 -4.581 -2.152 0.060
H 3.509 -4.721 -3.764 0.093
H 4.511 -3.471 -3.055 0.108
H 1.043 -4.718 -1.937 0.115
H 0.088 -3.722 -3.044 0.058
H 1.243 -4.912 -3.656 0.075
H 2.862 -1.547 -4.460 0.117
H 2.276 -3.130 -5.099 0.083
H 1.233 -1.883 -4.472 0.040
H 4.918 -3.516 1.008 0.094
H 5.094 -3.146 2.714 0.099
H 3.517 -3.632 2.113 0.081
H 5.271 -1.147 -0.099 0.063
H 5.030 0.278 0.791 0.126
H 6.173 -0.889 1.506 0.091
H 2.614 -1.369 3.140 0.094
H 4.244 -1.113 3.706 0.099
H 3.478 0.149 2.729 0.090
H -2.903 3.179 2.586 0.086
H -1.587 4.819 -0.525 0.112
H -2.319 3.932 -1.781 0.062
H -3.242 5.344 -1.174 0.093
H -3.631 5.064 1.666 0.111
H -4.901 5.272 0.542 0.086
H -5.012 3.877 1.634 0.125
H -4.224 2.163 -1.647 0.080
H -5.355 2.362 -0.342 0.075
H -5.310 3.723 -1.421 0.101
N -1.989 -0.664 -5.925 0.278
C -1.941 -0.589 -4.634 -0.490
O -1.665 0.418 -3.938 0.079
C -2.174 -1.923 -3.930 -0.483
I -2.769 -1.870 -1.910 1.318
H -1.833 0.230 -6.412 0.181
H -2.154 -1.504 -6.415 0.140
H -1.222 -2.380 -3.975 0.022
H -2.975 -2.538 -4.449 0.105

***

# 2
99
Properties=species:S:1:pos:R:3:lowdin_charge:R:1 method="wB97M-V/def2-TZVPD" homo_lumo_gap_ev=9.46 e_above_lowest_ev=4.3473 spin_multiplicity=1 total_charge=0
O -3.263 3.939 1.545 -0.056
H -2.994 3.072 1.848 -0.020
H -2.591 4.530 1.884 0.029
O 0.568 0.084 3.559 -0.026
H 1.470 -0.140 3.332 0.045
H 0.585 0.223 4.506 0.066
O 0.232 2.176 -2.430 -0.042
H 0.318 1.350 -1.953 0.026
H -0.410 1.991 -3.115 -0.008
O -1.872 1.563 2.022 -0.038
H -1.385 1.246 2.783 0.021
H -1.469 1.119 1.276 0.004
O 2.591 -0.284 0.311 -0.036
H 3.042 0.221 0.987 0.010
H 2.660 -1.193 0.605 0.028
O 0.887 -1.421 -4.000 -0.041
H 0.710 -1.473 -3.061 -0.027
H 1.784 -1.093 -4.058 0.038
O 0.534 4.382 -0.711 -0.027
H -0.381 4.299 -0.440 0.059
H 0.550 4.044 -1.606 0.036
O 0.068 0.182 0.030 -0.049
H 0.127 -0.581 -0.545 0.011
H 0.971 0.352 0.297 -0.021
O 2.671 1.616 4.426 -0.038
H 2.948 1.678 5.340 0.067
H 1.782 1.969 4.420 -0.018
O -4.066 1.012 -3.493 -0.056
H -3.624 1.602 -2.883 -0.006
H -4.493 0.363 -2.934 0.035
O 4.005 4.156 1.175 -0.031
H 4.956 4.048 1.163 0.079
H 3.866 5.015 1.572 0.062
O 4.023 1.453 2.013 -0.048
H 3.363 1.544 2.699 -0.009
H 3.941 2.251 1.492 -0.001
O 0.152 -3.451 3.862 -0.040
H 0.076 -3.282 4.801 0.056
H -0.665 -3.117 3.492 0.007
O -1.277 -1.569 2.622 -0.059
H -1.111 -1.442 1.687 0.047
H -0.631 -1.013 3.058 -0.003
O -2.120 -5.161 0.116 -0.037
H -2.300 -4.360 0.607 0.016
H -2.981 -5.559 -0.017 0.055
O -3.289 -0.527 0.443 -0.040
H -3.719 -0.368 1.283 0.055
H -2.933 -1.412 0.519 0.007
O -0.301 -4.431 -3.171 -0.033
H -0.774 -5.235 -3.386 0.073
H 0.593 -4.591 -3.473 0.074
O -2.890 -2.833 -2.719 -0.025
H -2.515 -3.122 -1.886 0.004
H -3.811 -3.089 -2.669 0.039
O 2.936 -2.925 -1.547 -0.006
H 3.317 -3.642 -2.054 0.076
H 3.649 -2.293 -1.452 0.069
O 0.520 -5.123 -0.124 -0.061
H -0.303 -5.598 -0.013 -0.007
H 0.295 -4.377 -0.679 -0.029
O 1.434 2.591 0.933 -0.033
H 1.045 3.152 0.262 -0.025
H 0.925 1.781 0.893 0.005
O 1.326 4.898 2.712 -0.029
H 2.192 5.279 2.856 0.038
H 1.445 4.307 1.968 -0.001
O 2.806 1.251 -2.502 -0.047
H 2.025 1.785 -2.355 -0.023
H 2.951 0.803 -1.668 -0.005
O 3.602 4.197 -1.582 -0.048
H 4.330 4.796 -1.746 0.028
H 3.508 4.188 -0.629 -0.026
O 2.183 -2.323 2.457 -0.043
H 2.750 -2.902 1.948 0.045
H 1.432 -2.868 2.691 -0.008
O 0.427 -2.223 -1.531 -0.054
H 1.350 -2.472 -1.583 -0.012
H -0.044 -2.973 -1.893 0.007
O -3.847 -3.092 1.126 -0.037
H -4.336 -2.576 1.767 0.044
H -4.506 -3.371 0.490 0.066
O 0.236 2.834 4.253 -0.040
H -0.213 3.377 4.900 0.068
H 0.886 3.416 3.860 0.004
O -3.714 1.903 -0.909 -0.040
H -3.254 2.601 -0.443 0.020
H -3.394 1.095 -0.509 -0.009
O -1.252 -2.976 -5.379 -0.066
H -1.093 -3.839 -4.996 -0.012
H -1.119 -2.364 -4.655 -0.009
O -1.288 1.730 -4.517 -0.026
H -1.728 2.212 -5.217 0.086
H -1.994 1.279 -4.054 0.035
O 1.110 0.981 -5.721 -0.063
H 1.158 1.937 -5.742 0.027
H 0.407 0.790 -5.100 -0.021
O -3.632 -1.944 3.998 -0.054
H -2.883 -1.930 3.401 -0.034
H -3.248 -2.105 4.860 0.035

***

# 3
30
Properties=species:S:1:pos:R:3:nbo_charge:R:1 method="wB97M-V/def2-TZVPD" homo_lumo_gap_ev=8.60 e_above_lowest_ev=0.0993 smiles="Clc1ccc(C2=C[C@H]3CNC[C@@H](C2)C3)nn1" spin_multiplicity=1 total_charge=0
Cl -0.002 5.656 -3.025 0.054
C 0.098 4.110 -2.369 0.096
C -0.507 3.077 -3.055 -0.225
C -0.698 1.816 -2.407 -0.175
C -0.167 1.699 -1.025 0.167
C -0.169 0.480 -0.154 -0.058
C -0.525 -0.743 -0.713 -0.128
C -0.845 -1.927 0.198 -0.263
C 0.384 -2.832 0.036 -0.207
N 1.611 -2.299 0.664 -0.656
C 1.462 -1.474 1.943 -0.216
C 0.091 -0.687 2.097 -0.219
C 0.066 0.651 1.297 -0.431
C -1.091 -1.505 1.650 -0.401
N 0.500 2.763 -0.513 -0.220
N 0.560 3.958 -1.134 -0.212
H -1.047 3.306 -3.986 0.234
H -1.180 1.017 -2.914 0.220
H -0.741 -0.819 -1.814 0.206
H -1.748 -2.389 -0.224 0.223
H 0.614 -2.798 -1.019 0.195
H 0.153 -3.843 0.372 0.172
H 2.345 -3.018 0.787 0.371
H 2.296 -0.716 2.100 0.198
H 1.608 -2.152 2.802 0.173
H -0.105 -0.412 3.079 0.214
H 0.999 1.268 1.523 0.249
H -0.755 1.263 1.798 0.221
H -1.190 -2.388 2.235 0.205
H -2.015 -1.064 1.768 0.211

***

# 4
16
Properties=species:S:1:pos:R:3:nbo_charge:R:1 method="wB97M-V/def2-TZVPD" homo_lumo_gap_ev=9.35 e_above_lowest_ev=3.3512 smiles=C[C@@H]1S[C@H]2CO[C@@H]1S2 spin_multiplicity=1 total_charge=0
C 0.902 1.425 -1.369 -0.698
C 0.388 1.059 0.067 -0.371
S 1.646 -0.285 0.611 0.197
C 0.302 -1.502 0.397 -0.539
C -0.842 -1.351 1.365 -0.109
O -1.479 -0.120 1.125 -0.542
C -0.903 0.418 -0.181 -0.105
S -0.661 -1.139 -1.066 0.274
H 0.355 0.401 -2.025 0.236
H 0.705 2.523 -1.770 0.221
H 2.091 1.527 -1.443 0.234
H 0.482 1.890 0.868 0.266
H 0.710 -2.612 0.314 0.280
H -0.401 -1.380 2.344 0.196
H -1.699 -2.206 1.252 0.187
H -1.596 1.352 -0.489 0.274